Entry 1:
Here is a 2-piece molecular cluster, C28H35N3O3S2 overall at a distorted geometry from the OMol25 dataset. Energies are from the ωB97M-V functional and the def2-TZVPD basis.

The calculation puts the gap between HOMO and LUMO at 3.690 eV. The HOMO energy is -5.68 eV. For the molar mass, the calculation gives 525.7 g/mol. As for the largest force on an atom: 1.71 eV Å⁻¹.

Each line ends with the Löwdin charge.
CARTESIAN COORDINATES (ANGSTROEM)
C  1.73  2.65  0.68  -0.192
C  0.62  2.18  1.60  -0.220
N  0.40  0.74  1.37  -0.187
C  -0.74  0.21  1.99  -1.337
S  -1.95  1.20  2.61  0.481
S  -0.87  -1.45  2.21  0.446
C  1.62  -0.07  1.54  -0.219
C  2.70  0.48  0.62  -0.195
O  2.93  1.87  0.85  -0.155
H  1.37  2.59  -0.37  0.126
H  2.03  3.67  0.94  0.123
H  0.90  2.39  2.64  0.106
H  -0.31  2.72  1.36  0.076
H  2.00  -0.02  2.58  0.124
H  1.40  -1.11  1.27  0.061
H  3.66  -0.01  0.86  0.125
H  2.40  0.28  -0.43  0.127
C  2.31  5.41  6.49  -0.054
O  2.21  4.09  5.92  -0.066
C  1.01  3.45  5.99  -0.231
C  0.93  2.14  5.44  0.015
C  -0.26  1.46  5.43  -0.032
C  -1.44  2.02  5.98  -0.230
C  -2.68  1.30  5.94  0.017
C  -3.85  1.78  6.52  -0.072
C  -5.05  1.09  6.58  0.021
N  -6.16  1.61  7.14  0.033
C  -7.43  0.86  7.15  -0.158
C  -7.91  0.48  5.75  -0.083
C  -9.26  -0.22  5.78  -0.238
C  -10.37  0.37  5.17  -0.040
C  -11.63  -0.24  5.28  -0.075
C  -11.76  -1.46  5.96  -0.082
C  -10.63  -2.06  6.53  -0.073
C  -9.38  -1.45  6.43  -0.044
C  -8.36  1.83  7.89  -0.365
O  -9.52  1.61  8.23  0.090
N  -7.66  2.97  8.13  -0.036
C  -8.26  4.11  8.79  -0.007
C  -6.26  2.96  7.73  -0.462
C  -5.38  3.14  8.98  0.011
C  -6.01  4.09  6.73  0.013
C  -1.34  3.32  6.55  0.001
C  -0.15  4.03  6.56  -0.006
H  3.35  5.68  6.34  0.095
H  1.65  6.12  5.95  0.099
H  2.06  5.41  7.56  0.097
H  1.84  1.70  5.03  0.127
H  -0.33  0.47  4.97  0.109
H  -2.68  0.33  5.44  0.118
H  -3.82  2.77  6.96  0.052
H  -5.14  0.08  6.17  0.156
H  -7.32  -0.05  7.76  0.168
H  -7.98  1.39  5.15  0.131
H  -7.15  -0.18  5.30  0.125
H  -10.24  1.32  4.64  0.115
H  -12.50  0.26  4.85  0.106
H  -12.74  -1.94  6.04  0.103
H  -10.72  -3.01  7.06  0.104
H  -8.48  -1.90  6.87  0.116
H  -9.31  3.91  9.00  0.100
H  -7.74  4.33  9.74  0.093
H  -8.18  5.00  8.16  0.093
H  -5.65  2.41  9.75  0.107
H  -4.32  3.02  8.75  0.073
H  -5.53  4.16  9.37  0.090
H  -6.74  4.03  5.91  0.106
H  -6.13  5.05  7.25  0.090
H  -5.01  4.05  6.31  0.076
H  -2.21  3.80  7.00  0.105
H  -0.12  5.03  6.99  0.106



Entry 2:
Here is C28H35N5P2PbS as an isolated structure at a distorted geometry from the OMol25 dataset. Energies are from the ωB97M-V functional and the def2-TZVPD basis.

The calculation puts the gap between HOMO and LUMO (spin up / spin down) at 2.786 / 2.220 eV. The HOMO energy (spin up / spin down) is -11.81 / -11.81 eV. Its relative energy (zero: lowest compared OMol25 entry of this formula, charge and spin) is 19.7 kcal/mol. The total charge is +2. For the molar mass, the calculation gives 742.8 g/mol. As for the largest force on an atom: 3.43 eV Å⁻¹.

Each line ends with the Löwdin charge.
CARTESIAN COORDINATES (ANGSTROEM)
Pb  4.35  1.44  5.55  1.163
C  -0.01  -1.08  5.34  -0.143
C  0.54  -1.31  4.14  -0.105
C  0.13  -0.76  2.80  -0.216
C  0.59  0.68  2.40  -0.178
C  0.36  1.81  3.37  -0.128
C  -0.54  1.83  4.36  -0.109
C  -1.62  0.83  4.61  -0.185
C  -1.25  -0.30  5.62  -0.177
C  3.12  3.30  5.69  -0.336
H  0.38  -1.63  6.22  0.099
H  1.40  -2.00  4.09  0.105
H  -0.95  -0.85  2.61  0.101
H  0.63  -1.44  2.10  0.086
H  1.67  0.59  2.20  0.107
H  0.10  0.92  1.44  0.107
H  1.04  2.66  3.23  0.098
H  -0.43  2.58  5.17  0.115
H  -1.97  0.37  3.68  0.102
H  -2.49  1.37  5.04  0.123
H  -1.21  0.14  6.64  0.114
H  -2.11  -1.00  5.61  0.129
H  2.98  3.63  6.73  0.006
H  2.14  3.05  5.27  -0.035
H  3.58  4.11  5.08  0.022
P  -0.13  1.14  -2.91  1.049
P  0.57  -1.85  -2.23  1.051
N  -1.50  2.22  -2.63  -0.282
N  0.45  2.04  -4.33  -0.266
N  -0.85  -2.54  -1.43  -0.269
N  1.29  -3.40  -2.65  -0.218
C  -1.06  -0.19  -3.80  -0.382
C  -0.25  -1.49  -3.85  -0.394
C  -1.86  2.64  -1.34  -0.155
C  -3.07  3.32  -1.42  -0.088
C  -3.48  3.31  -2.79  -0.069
C  -2.51  2.61  -3.51  -0.129
C  1.71  2.65  -4.35  -0.152
C  1.93  3.18  -5.62  -0.085
C  0.77  2.88  -6.42  -0.069
C  -0.11  2.18  -5.61  -0.156
C  -1.10  -2.31  -0.07  -0.137
C  -2.34  -2.86  0.26  -0.061
C  -2.88  -3.43  -0.94  -0.053
C  -1.96  -3.21  -1.95  -0.161
C  0.71  -4.58  -3.13  0.034
C  1.72  -5.43  -3.57  0.041
C  2.96  -4.74  -3.39  0.027
C  2.68  -3.50  -2.84  0.003
H  -1.30  0.12  -4.83  0.069
H  -2.01  -0.33  -3.27  0.095
H  -0.89  -2.32  -4.17  0.069
H  0.58  -1.42  -4.58  0.092
H  -1.22  2.41  -0.50  0.077
H  -3.61  3.76  -0.59  0.095
H  -4.37  3.75  -3.20  0.100
H  -2.46  2.37  -4.56  0.086
H  2.32  2.64  -3.47  0.088
H  2.81  3.71  -5.95  0.096
H  0.62  3.13  -7.45  0.100
H  -1.08  1.76  -5.85  0.085
H  -0.38  -1.77  0.51  0.055
H  -2.79  -2.84  1.24  0.102
H  -3.82  -3.93  -1.04  0.107
H  -2.00  -3.48  -3.00  0.092
H  -0.36  -4.72  -3.11  0.120
H  1.58  -6.42  -3.97  0.129
H  3.94  -5.12  -3.63  0.127
H  3.31  -2.67  -2.56  0.134
S  2.53  0.65  7.22  0.654
C  3.05  1.33  8.65  -0.703
N  3.42  1.82  9.66  0.183



Entry 3:
Here is C28H35N5P2Re as an isolated structure at a distorted geometry from the OMol25 dataset. Energies are from the ωB97M-V functional and the def2-TZVPD basis.

The calculation puts the gap between HOMO and LUMO (spin up / spin down) at 4.375 / 1.997 eV. The HOMO energy (spin up / spin down) is -12.96 / -11.77 eV. Its relative energy (zero: lowest compared OMol25 entry of this formula, charge and spin) is 3.2 kcal/mol. The total charge is +2. The multiplicity is 4. For the molar mass, the calculation gives 689.8 g/mol. As for the largest force on an atom: 3.62 eV Å⁻¹.

Each line ends with the Löwdin charge.
CARTESIAN COORDINATES (ANGSTROEM)
Re  -4.19  0.08  2.90  1.513
C  -4.00  -1.98  3.17  -0.283
C  -2.69  -1.36  3.23  -0.204
C  -1.73  -1.23  2.07  -0.166
C  -2.05  -0.17  0.97  -0.185
C  -3.50  0.25  0.89  -0.303
C  -4.63  -0.62  0.95  -0.283
C  -4.55  -2.12  0.69  -0.138
C  -4.38  -2.90  2.02  -0.142
C  -6.03  0.98  2.89  -0.180
H  -4.43  -2.26  4.14  0.113
H  -2.19  -1.38  4.20  0.140
H  -1.60  -2.22  1.61  0.128
H  -0.76  -0.95  2.52  0.115
H  -1.43  0.73  1.15  0.119
H  -1.74  -0.54  -0.02  0.116
H  -3.63  1.20  0.37  0.120
H  -5.58  -0.18  0.64  0.109
H  -3.75  -2.34  -0.02  0.123
H  -5.50  -2.43  0.22  0.127
H  -5.34  -3.37  2.28  0.128
H  -3.65  -3.71  1.92  0.134
H  -6.69  0.39  3.55  0.057
H  -6.50  1.16  1.92  0.051
H  -5.85  1.93  3.38  0.056
P  1.15  1.66  -1.93  1.088
P  2.48  0.10  0.61  1.063
N  0.32  1.14  -3.40  -0.287
N  1.93  3.12  -2.68  -0.233
N  2.30  -1.61  0.28  -0.270
N  3.92  -0.02  1.68  -0.243
C  2.65  0.61  -2.17  -0.391
C  3.49  0.49  -0.89  -0.402
C  -0.97  0.60  -3.37  -0.156
C  -1.32  0.18  -4.65  -0.078
C  -0.19  0.43  -5.50  -0.061
C  0.81  0.98  -4.71  -0.130
C  1.69  4.40  -2.16  -0.085
C  2.39  5.34  -2.93  -0.028
C  3.11  4.61  -3.93  -0.019
C  2.83  3.26  -3.73  -0.088
C  1.07  -2.23  0.56  -0.155
C  1.13  -3.56  0.15  -0.068
C  2.42  -3.76  -0.43  -0.051
C  3.10  -2.55  -0.37  -0.142
C  5.02  -0.89  1.64  -0.045
C  5.97  -0.47  2.57  -0.006
C  5.48  0.75  3.15  -0.021
C  4.26  1.03  2.55  -0.075
H  3.32  1.01  -2.95  0.067
H  2.31  -0.37  -2.51  0.091
H  4.29  -0.24  -1.03  0.077
H  4.00  1.44  -0.68  0.088
H  -1.51  0.58  -2.43  0.077
H  -2.26  -0.24  -4.95  0.101
H  -0.12  0.25  -6.57  0.110
H  1.82  1.26  -4.97  0.088
H  1.06  4.51  -1.30  0.107
H  2.38  6.40  -2.79  0.110
H  3.75  5.01  -4.70  0.116
H  3.24  2.41  -4.26  0.099
H  0.29  -1.65  1.01  0.038
H  0.34  -4.29  0.27  0.102
H  2.81  -4.68  -0.84  0.109
H  4.08  -2.29  -0.76  0.102
H  5.03  -1.73  0.96  0.100
H  6.89  -0.98  2.80  0.116
H  5.97  1.35  3.90  0.114
H  3.59  1.87  2.65  0.114
N  -5.11  -0.15  6.13  0.053
C  -4.76  -0.07  5.02  -0.361